No. 1
7 unconnected molecules or ions with the total composition H14O7, computed with ωB97M-V/def2-TZVPD.

Output
- HOMO level: -10.9 eV
- SMILES: O.O.O.O.O.O.O
- Molar mass: 126.105 Da
- Max |F|: 2.59 eV Å⁻¹
- E: -535.070016 Ha

```
21
Properties=species:S:1:pos:R:3:lowdin_charge:R:1
O 8.3296 0.9339 10.3563 -0.06
H 7.7613 0.6934 9.6261 -0.01
H 7.2051 3.7666 6.0799 0.02
H 4.8623 1.3478 5.0968 0.05
O 4.8389 1.7234 5.9839 -0.09
H 6.1548 4.8443 5.5963 0.10
O 5.6646 1.0199 8.6934 -0.06
H 11.4503 1.0231 7.4607 0.08
O 11.0323 1.8765 7.1626 -0.07
H 9.1397 0.3935 10.3483 0.04
H 5.5202 2.4369 6.0224 -0.01
H 10.1555 1.8901 7.5564 0.02
H 10.4353 3.0116 5.6962 0.03
H 9.7513 4.0525 4.7628 0.02
H 7.9395 1.3647 6.4810 0.10
O 6.3694 3.8608 5.5839 -0.10
O 9.6850 3.6632 5.6207 -0.07
H 5.4066 1.7356 9.2769 0.06
O 7.6933 2.1616 7.0276 -0.10
H 4.9706 0.8826 8.0052 0.06
H 6.8638 1.9774 7.5152 0.01
```


No. 2
A molecular structure, C14H19BBeCl2F10N6O4S2, computed with ωB97M-V/def2-TZVPD.

Output
- HOMO level: -11.3 eV
- Molar mass: 680.188 Da
- Max |F|: 8.06 eV Å⁻¹
- E: -3929.346605 Ha

```
59
Properties=species:S:1:pos:R:3:lowdin_charge:R:1
N 4.6696 4.6585 -3.2064 0.12
F -3.1503 -0.2221 0.1928 0.18
C -3.2603 -5.1875 2.4182 -0.64
H 4.5637 -2.9949 -4.0253 0.09
H 0.3742 -3.9067 4.8591 0.10
O 0.9725 1.6005 -1.1866 -0.27
C -4.4401 1.7384 -2.3767 -0.06
H 4.5068 -1.2315 -3.4873 0.05
O -0.7493 -2.2002 -0.1741 -0.26
Cl -4.9396 -3.2463 1.4902 0.58
C -3.6020 -3.7140 2.5534 -0.68
H -3.4638 2.2116 -2.2382 0.08
N 1.0031 -0.2094 0.5035 -0.30
F 3.0823 -1.4983 -1.2024 0.14
N 2.2932 -1.8690 3.3707 0.15
F -1.8195 0.3217 -1.3649 0.14
H 5.8721 -2.3364 -3.0461 0.09
C 2.9868 -0.1754 -1.2532 -0.66
H -2.7296 -5.4064 1.4910 0.08
H -4.6516 1.5204 -3.4188 0.09
S 1.1638 0.1721 -0.9643 0.51
H -2.7720 -3.0431 2.3414 0.04
N 5.8011 -1.0374 -6.0707 0.13
C -2.2242 4.2993 1.6736 -0.06
Be 2.1116 0.5625 2.4014 1.18
H -4.5776 0.9409 -1.6503 0.07
N -1.2605 4.7970 -0.7097 0.13
O 0.6326 -0.6786 -2.0029 -0.25
F -1.6951 1.3706 0.5074 0.18
C -1.6835 4.6130 0.3402 -0.28
F 3.3106 0.2521 -2.4552 0.15
O -0.8413 -1.2810 2.0441 -0.32
C 5.4997 -1.5293 -5.0808 -0.29
H 5.2056 2.0902 -4.7177 0.08
C -1.9336 0.2165 -0.0427 -0.66
H -2.3506 5.1956 2.2811 0.08
H -3.2102 3.8429 1.6320 0.09
C 5.1136 -2.0864 -3.7822 -0.06
Cl -2.2970 -5.7359 3.8268 0.55
B -0.3992 1.6025 3.7972 -1.26
S -0.5609 -1.0133 0.6371 0.73
H 3.4968 2.1535 -4.7112 0.08
F -1.7842 1.4562 3.6875 0.15
F -0.0769 2.4970 4.7750 0.17
H -1.4487 3.7079 2.1554 0.05
N -5.9063 3.7277 -1.5129 0.12
H 4.5153 3.1242 -5.9671 0.09
C 4.3701 2.7554 -4.9562 -0.07
F 3.7779 0.4014 -0.3074 0.09
H -0.3261 -2.2966 4.9068 0.11
F 0.1891 2.0915 2.5668 0.06
H -4.0915 -5.8875 2.3559 0.06
H -3.8770 -3.5652 3.5973 0.06
H -0.4926 -3.2042 3.4037 0.06
C 1.3605 -2.4028 3.7705 -0.24
C -5.2468 2.8610 -1.8909 -0.29
C 0.1591 -3.0268 4.2564 -0.04
F 0.3145 0.4000 3.9264 0.10
C 4.5157 3.8041 -3.9609 -0.30
```


No. 3
A molecular structure, C20H60ClO14Zr, computed with ωB97M-V/def2-TZVPD.

Output
- Net charge: +3
- HOMO level: -15.8 eV
- Molar mass: 651.363 Da
- Max |F|: 7.80 eV Å⁻¹
- E: -2357.047789 Ha

```
96
Properties=species:S:1:pos:R:3:lowdin_charge:R:1
H 5.1664 1.5719 0.3631 0.09
H -2.2285 -0.4628 -2.5065 0.11
H -1.3188 3.3060 -4.6360 0.10
H 3.5994 3.2185 -0.5966 0.12
O -0.2982 1.8234 -5.7081 -0.07
C -4.2656 1.7593 2.4564 -0.04
C 3.6787 -3.1144 -0.1479 -0.03
C 0.4769 2.5841 -3.6344 -0.09
C -0.8270 -4.4290 -2.7530 -0.03
H 2.1785 0.0412 -3.5698 0.06
H 1.3415 -2.3586 -0.9158 0.05
H 0.2347 3.2396 -2.7979 0.07
H -3.9331 -0.2662 -3.0195 0.14
C -0.6114 -2.8763 3.1595 -0.16
O -0.9622 0.2711 3.5720 -0.12
H -3.2634 1.8216 0.7086 0.12
H -2.2991 1.8587 -1.4026 0.07
C 2.9229 -1.7917 -4.3728 -0.34
H -1.5184 1.5994 5.2125 0.12
H 0.1576 3.7205 -5.5055 0.12
O 0.9293 0.0365 1.2236 -0.30
H 2.6272 3.2407 0.8794 0.11
O 2.2930 -2.7816 -3.5997 -0.09
H -0.1472 3.4265 4.1659 0.12
H -4.6334 -0.9907 -1.2973 0.13
H 0.7788 1.2714 5.7216 0.08
H 3.7015 -2.3253 -0.8996 0.07
H 3.1450 -2.0867 -5.3983 0.13
C 4.0986 1.6724 0.5573 -0.08
C 0.0106 5.1056 2.8336 -0.05
H -0.2388 0.4741 6.9772 0.10
O -0.7698 2.8123 2.4315 -0.12
C 2.4182 -3.9642 -0.4331 -0.26
Cl 0.4992 0.2225 -0.1428 0.70
H 0.6066 -0.3881 5.6132 0.07
H -0.5564 -1.4235 2.0139 0.06
C -3.2129 -0.0928 -2.2199 -0.16
H -3.0487 1.9851 -2.9459 0.10
Zr -2.9173 -2.2390 0.6848 2.34
C 0.0442 0.4921 5.9247 -0.07
H 2.9642 -3.4068 -3.3166 0.08
O 1.2367 -3.1657 -0.4066 -0.14
H 1.3357 -3.0087 2.2396 0.09
H 1.0379 -4.2720 3.3211 0.11
C -3.1175 1.4527 -1.9972 -0.02
O 4.5169 3.9284 1.2180 0.01
H -0.5894 1.0581 3.1681 0.04
C -0.6838 3.8754 3.3301 -0.32
H -0.8982 -4.4789 -3.8395 0.12
O -1.4723 -3.1306 -0.7732 -0.22
H -0.5414 -3.3646 -0.7576 0.06
O -3.7092 -0.8787 -1.0628 -0.20
O -2.9015 -0.0751 1.6652 -0.17
H -2.3204 0.3692 2.2869 0.07
H 4.5766 -3.7312 -0.1868 0.10
O -1.1907 -2.1429 2.0552 -0.22
H 2.4752 -0.0223 -5.1787 0.10
H 2.4702 -4.4603 -1.4023 0.10
H -1.0996 3.1697 1.6038 0.09
H 2.2556 -4.7640 0.2893 0.11
C 0.5412 -3.6896 2.5451 -0.04
H 1.0255 -0.9475 -4.6533 0.09
H -0.3389 5.5340 1.8942 0.09
H 3.8430 1.1624 1.4861 0.08
C 2.0436 -0.6516 -4.4004 -0.11
H -1.1443 1.3732 -5.6517 0.08
H -2.6354 -3.1731 -2.4254 0.12
H -0.1822 -2.1220 3.8190 0.13
C -1.1273 0.6058 4.9935 -0.27
H -3.5085 2.4499 2.8277 0.08
C -0.3096 2.9675 -4.8709 -0.29
O 0.1653 1.5931 -0.3621 -0.27
H 1.0934 4.9846 2.8628 0.08
C -3.7515 1.0155 1.2563 -0.27
H 0.3397 -4.4669 1.8080 0.09
H 0.2496 -4.3799 -2.5900 0.07
H -1.7301 4.0309 3.5934 0.11
O -0.7758 -0.4973 -0.2152 -0.41
H 3.5144 -2.5476 0.7685 0.08
H -1.0013 -2.4460 -2.7014 0.13
H -0.1266 5.8333 3.6334 0.09
H 5.0730 4.2895 0.5238 0.11
H -5.0666 2.4677 2.2449 0.11
H -1.2717 -3.5671 3.6838 0.14
H 3.7032 1.0437 -0.2405 0.06
H -1.8603 -0.1023 5.3800 0.11
H 3.8531 -1.5340 -3.8665 0.13
H -4.0607 1.7339 -1.5289 0.08
H 0.2613 1.5854 -3.2545 0.04
O 1.4767 -0.3360 -1.0328 -0.27
H -4.5577 1.1309 3.2978 0.10
C 3.6345 3.1026 0.4867 -0.30
H -4.6442 0.7739 0.6795 0.12
C -1.5676 -3.2416 -2.2174 -0.22
H 1.5567 2.5082 -3.7621 0.08
H -0.9172 -5.3985 -2.2630 0.10
```


No. 4
2 unconnected molecules or ions with the total composition C4H12S, computed with ωB97M-V/def2-TZVPD.

Output
- Net charge: -1
- HOMO level (alpha / beta): 1.3 / -4.8 eV
- 2S+1: 2
- Molar mass: 92.207 Da
- Max |F|: 5.01 eV Å⁻¹
- E: -557.675421 Ha

```
17
Properties=species:S:1:pos:R:3:lowdin_spin:R:1
C 1.3106 -0.9943 -1.9272 0.12
H -1.9205 -1.0502 1.7519 0.01
H -1.9957 1.3783 -0.0899 0.02
C 2.2399 0.6755 0.3262 0.22
H -0.7754 -0.8636 0.4809 0.01
H -3.1259 0.9310 1.2055 0.01
H 3.1294 0.9737 0.9068 0.07
H 1.3323 0.3710 0.9308 0.03
H 1.6877 -1.5489 -2.8504 0.02
C -1.8076 -0.6163 0.7802 0.08
H 0.7329 -0.0570 -2.0272 0.02
H 0.4255 -1.4541 -1.3483 0.01
H -1.4134 1.4521 1.6893 0.03
H 2.1247 1.6595 -0.1804 0.06
C -2.0035 0.9041 0.9983 0.11
S 2.6825 -0.7852 -0.7577 0.16
H -2.6234 -0.9755 0.1111 0.01
```


No. 5
A molecular structure, C23H44NOP3Sc, computed with ωB97M-V/def2-TZVPD.

Output
- Net charge: +3
- HOMO level (alpha / beta): -16.0 / -16.0 eV
- Molar mass: 488.489 Da
- Max |F|: 5.01 eV Å⁻¹
- E: -2816.566444 Ha

```
73
Properties=species:S:1:pos:R:3:lowdin_charge:R:1
H -2.2821 -1.8471 -0.3203 0.01
H -0.3110 -3.1921 0.9401 0.07
C 1.4000 1.4654 -3.1902 -0.10
H -1.8303 3.4851 0.6525 0.05
C 5.3026 -1.1540 1.4789 -0.03
C -1.8334 -0.3451 -2.8308 -0.43
H -2.8097 -3.1017 -4.6463 0.13
H 0.1139 -3.4403 2.6500 0.09
H 6.1419 -0.7465 2.0375 0.13
H -4.9290 1.0696 0.0178 0.05
H -3.6654 1.8369 -1.0057 0.04
H -2.9874 1.4818 2.7554 0.02
H -3.6684 -1.3174 -6.1452 0.13
H 0.6825 1.8378 3.3434 0.03
H -0.0343 -0.4285 0.7691 -0.05
H 2.4078 -2.6000 -0.7358 0.13
C 3.4787 -0.8712 -0.0373 -0.32
H 0.3579 -0.0859 -4.3462 0.13
C 4.5314 -0.3061 0.6778 -0.03
C -1.9978 -1.6961 -3.2242 -0.04
H 2.1944 3.6588 -0.0762 0.05
H 0.7822 2.3109 -3.5510 0.12
H -2.6873 -1.9953 1.4081 0.03
H -1.6256 -0.2738 3.2871 0.01
H 1.7979 -0.7443 3.8787 0.09
H -0.9976 2.2913 3.0341 0.04
H 1.5056 -0.7401 -3.1122 0.09
C -2.4190 0.6812 -3.6320 -0.03
H -4.1683 0.1654 -1.3137 0.05
H -0.6784 3.9925 -0.5979 0.05
C -3.2143 0.2872 -4.7301 -0.04
C -2.9390 -1.4733 0.4775 -0.27
C -3.9980 0.9077 -0.5315 -0.25
H 1.9297 4.1943 1.6032 0.07
C -3.2283 -1.0403 -5.1797 -0.04
C -2.7018 -2.0497 -4.3607 -0.05
C -3.5498 0.6915 2.2399 -0.28
H 2.8748 -0.3646 -1.9302 0.10
C 0.3958 -2.9039 1.7285 -0.19
H 0.2504 3.5455 3.1489 0.08
C 3.9226 -3.0539 0.8053 -0.06
N 2.7309 -0.0194 -0.9633 0.00
H 2.1439 0.3685 2.5373 0.04
C 1.0226 0.1712 -3.5035 0.00
H -3.7327 1.0783 -5.2754 0.12
H -2.2953 1.7525 -3.4233 0.12
Sc 0.6489 0.7857 -1.2671 0.94
P -2.7046 0.3489 0.6430 0.79
H -1.2543 -1.9883 3.6855 0.08
H -0.2453 -0.7065 4.3483 0.08
P 0.3533 2.4494 0.9570 0.73
H 2.6883 -1.3358 2.4584 0.04
C -0.7920 3.7867 0.4706 -0.25
C -0.8176 -0.9992 3.4479 -0.17
O -1.0637 -0.0774 -1.7573 -0.29
H -1.6014 -2.4719 -2.5681 0.11
H 1.4135 -3.2147 1.4538 0.03
H -0.5638 4.7054 1.0246 0.08
C 5.0024 -2.5208 1.5217 -0.03
C 3.1818 -2.2241 -0.0498 -0.07
H 2.7561 2.6527 1.2828 0.04
C 1.8836 -0.6681 2.7827 -0.19
H 3.6650 -4.1137 0.8676 0.13
P 0.3168 -1.1390 2.0111 0.92
H 3.1411 0.9281 -0.9422 0.10
H 4.7677 0.7573 0.5644 0.13
H -3.9771 -1.7067 0.2136 0.07
H 2.3809 1.7644 -2.7390 0.11
H -3.5958 -0.2044 2.8695 0.05
C 1.9534 3.3188 0.9400 -0.28
H -4.5665 1.0547 2.0556 0.05
H 5.6027 -3.1893 2.1371 0.13
C 0.0429 2.5249 2.7801 -0.22
```


No. 6
A molecular structure, C17H40N3O15V, computed with ωB97M-V/def2-TZVPD.

Output
- Net charge: -2
- HOMO level: -2.5 eV
- Molar mass: 577.457 Da
- Max |F|: 2.66 eV Å⁻¹
- E: -2908.685888 Ha

```
76
Properties=species:S:1:pos:R:3:lowdin_charge:R:1
H -1.0132 26.5353 -16.7963 0.06
H -8.4711 31.4233 -14.8447 0.08
N -5.1722 28.8860 -17.9483 -0.07
H -8.3533 32.6944 -10.3845 0.13
C -7.7488 31.1541 -14.0759 -0.08
H -6.7382 31.4551 -14.3598 0.08
O -1.1133 30.2251 -9.5246 0.10
H -0.7079 28.0638 -17.6805 0.08
H -5.8289 32.1133 -9.7553 0.07
O -1.6063 29.5372 -11.5834 -0.06
H -8.3072 34.3383 -12.1789 0.07
O -3.2620 25.8014 -17.0338 -0.19
C -2.0008 29.6775 -10.3914 -0.79
H -0.4045 30.5054 -10.1203 0.10
O -5.8657 28.0647 -11.3863 -0.02
O -3.5833 24.5384 -12.2791 0.02
C -7.5636 34.3358 -11.3798 -0.09
O -8.1649 31.7940 -12.8732 -0.18
H 1.8117 27.1873 -18.7617 0.11
C -5.1818 29.6094 -16.7000 -0.19
O -3.1986 26.4579 -11.2047 -0.10
C -0.5361 27.5171 -16.7500 -0.06
C -3.5931 25.2586 -11.0933 -0.80
O -4.2630 29.9929 -12.8309 -0.33
H -1.8746 31.9717 -17.4518 0.08
C -2.7335 32.4365 -16.9518 -0.12
H -4.6755 26.9704 -16.1740 0.12
H 2.5731 28.3879 -16.1925 0.06
C -7.1469 31.8646 -11.9065 -0.22
H -2.5249 25.6502 -18.9900 0.08
C 3.2536 25.2466 -18.6916 -0.15
H -5.6711 33.6072 -10.2169 0.06
O 2.5554 25.6781 -17.5517 -0.20
H -3.2037 25.0825 -12.9737 0.07
C -4.4165 26.6246 -17.1730 -0.18
H -6.8305 30.9727 -11.3519 0.13
V -3.5103 28.6745 -12.4393 1.02
H 1.2420 26.5692 -15.8580 0.14
O -4.0044 24.7134 -10.0681 -0.02
H -7.6507 35.1469 -10.6595 0.07
H -6.2297 32.1183 -12.4633 0.12
H -5.9789 30.3474 -16.5497 0.11
C 0.9623 27.2652 -16.6460 -0.39
C -7.3892 32.9402 -10.8537 -0.46
H 3.9125 24.4219 -18.4146 0.08
H -4.0155 30.6999 -15.2756 0.10
C -2.9425 25.0587 -18.1643 -0.16
H 3.7287 26.1067 -19.1696 0.08
H -2.5262 32.3892 -15.8779 0.09
O -6.1416 27.9837 -13.6169 0.00
H 1.8420 29.1706 -17.2772 0.06
H -6.6286 34.5841 -11.9121 0.08
C -4.2451 27.7919 -18.1330 -0.21
C 1.4867 26.5635 -17.9224 -0.20
N 1.6114 28.5785 -16.4855 0.02
H -5.1780 25.9101 -17.5089 0.12
H -2.1798 24.3071 -17.9564 0.08
O -3.1456 29.3429 -10.0866 0.02
H -4.3046 27.4623 -19.1711 0.11
H 2.6073 24.7310 -19.4192 0.08
O -2.7605 28.1440 -13.7734 -0.38
H -3.0426 29.9940 -16.4608 0.11
N -6.3600 32.9852 -9.7897 0.04
H -5.0013 29.6564 -18.5881 0.10
C -3.9886 30.5442 -16.3562 -0.21
H 0.7230 25.8717 -18.3111 0.12
O -7.8395 27.4745 -12.2525 -0.05
H -7.7849 30.0768 -13.9061 0.08
H -3.2448 28.2198 -17.9530 0.11
H -2.9322 33.4437 -17.3131 0.08
H -5.3412 28.9222 -15.8660 0.10
O -3.9100 31.6914 -17.1991 -0.20
H -6.8306 27.6176 -14.1868 0.10
H -0.9808 28.0395 -15.9057 0.07
H -3.7840 24.5011 -18.5977 0.08
C -6.6396 27.8132 -12.3453 -0.81
```


Q: Among the records above, which one has the lowest E?
A: C14H19BBeCl2F10N6O4S2


Q: Number 3 is which compound?
A: C20H60ClO14Zr


Q: Which formula does entry 5 have?
A: C23H44NOP3Sc


Q: The lowest molar mass belongs to which entry?
A: C4H12S